{
  "formula": "C31H57EuN2O2P2S",
  "method": "ωB97M-V/def2-TZVPD",
  "s2": 15.7601,
  "charge": 1,
  "e_above_lowest_kj_mol": 48.4,
  "orbital_gap_ha": [0.200, 0.202],
  "multiplicity": 8,
  "total_energy_ha": -3266.412369,
  "symbols": ["C", "C", "C", "C", "C", "H", "H", "H", "N", "P", "P", "C", "H", "H", "C", "H", "C", "C", "C", "C", "C", "H", "H", "H", "C", "H", "H", "H", "C", "H", "H", "H", "C", "H", "H", "H", "C", "H", "H", "H", "C", "H", "H", "H", "C", "H", "H", "H", "C", "H", "H", "H", "C", "H", "H", "H", "C", "H", "H", "H", "C", "H", "H", "H", "C", "H", "H", "H", "Eu", "C", "O", "N", "C", "C", "C", "C", "C", "H", "H", "H", "H", "H", "H", "H", "H", "H", "C", "S", "C", "O", "H", "H", "H", "H", "H", "H"],
  "positions_angstrom": [[1.58, -0.09, -2.63], [0.14, 1.72, -2.24], [1.98, 0.43, -3.86], [0.66, 2.36, -3.40], [1.55, 1.70, -4.22], [2.66, -0.16, -4.47], [0.26, 3.34, -3.63], [1.91, 2.16, -5.14], [0.71, 0.53, -1.81], [2.39, -1.65, -0.42], [-2.10, 1.72, -0.40], [2.12, -1.48, -2.23], [1.40, -2.24, -2.58], [3.05, -1.69, -2.77], [-0.97, 2.33, -1.60], [-1.14, 3.36, -1.93], [-3.66, 1.34, -1.45], [-2.32, 3.25, 0.74], [2.13, -3.52, -0.02], [4.17, -1.00, -0.28], [-4.51, 0.35, -0.64], [-4.77, 0.74, 0.36], [-5.45, 0.15, -1.18], [-3.98, -0.61, -0.50], [-4.45, 2.60, -1.79], [-4.88, 3.09, -0.91], [-3.83, 3.32, -2.35], [-5.28, 2.31, -2.45], [-3.21, 0.69, -2.76], [-4.09, 0.45, -3.38], [-2.55, 1.35, -3.34], [-2.66, -0.25, -2.58], [-3.47, 2.96, 1.72], [-3.29, 2.03, 2.28], [-3.54, 3.78, 2.44], [-4.44, 2.88, 1.22], [-1.01, 3.41, 1.54], [-0.78, 2.52, 2.14], [-0.15, 3.63, 0.88], [-1.12, 4.26, 2.23], [-2.57, 4.57, 0.00], [-3.45, 4.55, -0.64], [-2.72, 5.35, 0.75], [-1.70, 4.86, -0.61], [4.52, -0.93, 1.22], [5.56, -0.57, 1.31], [3.87, -0.24, 1.76], [4.47, -1.92, 1.70], [4.22, 0.42, -0.88], [4.07, 0.41, -1.96], [3.49, 1.09, -0.41], [5.23, 0.83, -0.69], [5.19, -1.86, -1.03], [6.13, -1.29, -1.10], [5.42, -2.80, -0.51], [4.88, -2.10, -2.06], [1.44, -4.25, -1.19], [2.09, -4.29, -2.08], [1.24, -5.29, -0.89], [0.48, -3.79, -1.46], [1.20, -3.55, 1.22], [0.19, -3.17, 0.99], [1.08, -4.59, 1.55], [1.62, -2.98, 2.06], [3.44, -4.24, 0.28], [4.08, -4.30, -0.61], [4.00, -3.79, 1.11], [3.20, -5.28, 0.57], [-0.06, -0.24, 0.66], [1.98, 1.36, 1.39], [2.50, 2.29, 1.84], [-1.47, -1.64, -0.72], [-2.20, -2.12, -1.50], [-3.03, -3.22, -2.17], [-3.79, -2.69, -3.38], [-2.09, -4.34, -2.60], [-4.01, -3.73, -1.12], [-4.46, -1.87, -3.10], [-3.10, -2.34, -4.16], [-4.40, -3.50, -3.80], [-1.55, -4.74, -1.73], [-2.66, -5.15, -3.06], [-1.36, -3.97, -3.33], [-4.63, -4.53, -1.55], [-3.48, -4.12, -0.25], [-4.67, -2.92, -0.78], [-2.16, -1.04, 4.61], [-0.91, 0.20, 4.23], [0.60, -0.75, 4.50], [-1.00, 0.32, 2.68], [-2.41, -0.94, 5.67], [-1.77, -2.05, 4.40], [-3.05, -0.84, 4.00], [0.38, -1.83, 4.44], [1.36, -0.47, 3.76], [0.95, -0.50, 5.50]]
}



{
  "formula": "CH10O3",
  "method": "ωB97M-V/def2-TZVPD",
  "e_above_lowest_kj_mol": 30.7,
  "orbital_gap_ha": 0.403,
  "smiles": "C.O.O.O",
  "total_energy_ha": -269.803917,
  "symbols": ["C", "H", "H", "H", "H", "H", "H", "O", "H", "H", "O", "H", "H", "O"],
  "positions_angstrom": [[1.83, 0.14, -2.61], [2.04, -0.48, -3.46], [0.90, 0.67, -2.77], [2.66, 0.85, -2.51], [1.80, -0.48, -1.71], [-1.26, 0.17, 1.98], [-0.71, -1.25, 2.14], [-1.18, -0.68, 1.52], [-0.89, 2.73, 2.88], [0.38, 2.18, 3.61], [-0.28, 1.99, 2.93], [-1.38, -2.56, -0.94], [-1.89, -1.43, -0.08], [-2.02, -1.84, -0.95]]
}



{
  "formula": "C18H45ClHgN3O6",
  "method": "ωB97M-V/def2-TZVPD",
  "charge": 1,
  "orbital_gap_ha": 0.131,
  "total_energy_ha": -1941.671580,
  "symbols": ["Hg", "Cl", "C", "O", "C", "C", "N", "C", "C", "O", "C", "H", "H", "H", "H", "H", "H", "H", "H", "H", "H", "H", "H", "H", "H", "H", "C", "O", "C", "C", "N", "C", "C", "O", "C", "H", "H", "H", "H", "H", "H", "H", "H", "H", "H", "H", "H", "H", "H", "H", "C", "O", "C", "C", "N", "C", "C", "O", "C", "H", "H", "H", "H", "H", "H", "H", "H", "H", "H", "H", "H", "H", "H", "H"],
  "positions_angstrom": [[-1.10, 1.15, -4.21], [-0.32, 1.17, -1.80], [3.00, 0.07, -0.36], [2.48, -0.35, 0.87], [3.10, -1.50, 1.35], [2.42, -2.06, 2.59], [0.99, -2.24, 2.35], [0.28, -2.57, 3.58], [-1.23, -2.70, 3.42], [-1.77, -1.56, 2.84], [-3.17, -1.60, 2.77], [3.17, -0.74, -1.09], [4.02, 0.46, -0.18], [2.39, 0.89, -0.72], [4.17, -1.33, 1.52], [3.16, -2.30, 0.59], [2.61, -1.33, 3.38], [2.81, -3.07, 2.76], [0.84, -2.97, 1.66], [0.50, -1.92, 4.42], [0.68, -3.55, 3.90], [-1.62, -3.00, 4.41], [-1.38, -3.62, 2.83], [-3.55, -2.47, 2.22], [-3.48, -0.68, 2.26], [-3.66, -1.57, 3.75], [1.98, 1.76, -5.53], [1.07, 0.82, -4.93], [1.47, -0.53, -4.93], [0.71, -1.33, -3.89], [-0.77, -1.21, -4.01], [-1.42, -2.25, -4.85], [-1.49, -3.61, -4.22], [-2.64, -3.71, -3.41], [-2.54, -4.74, -2.47], [1.40, 2.64, -5.78], [2.43, 1.35, -6.44], [2.77, 1.96, -4.81], [2.53, -0.76, -4.76], [1.40, -0.95, -5.94], [1.05, -1.10, -2.88], [0.97, -2.38, -4.03], [-1.06, -1.42, -3.05], [-0.90, -2.30, -5.81], [-2.42, -1.89, -5.08], [-0.56, -3.87, -3.70], [-1.65, -4.37, -4.99], [-1.77, -4.59, -1.69], [-2.37, -5.72, -2.92], [-3.38, -4.82, -1.78], [-2.98, 1.86, 4.49], [-2.31, 2.31, 3.31], [-2.55, 3.66, 3.02], [-1.31, 4.28, 2.37], [-1.02, 3.55, 1.13], [0.12, 4.10, 0.45], [1.42, 4.15, 1.23], [1.87, 2.83, 1.46], [2.89, 2.73, 2.41], [-2.66, 2.41, 5.38], [-2.71, 0.82, 4.63], [-4.04, 2.06, 4.31], [-2.86, 4.19, 3.93], [-3.40, 3.80, 2.33], [-0.56, 4.29, 3.15], [-1.62, 5.31, 2.16], [-1.84, 3.78, 0.57], [0.08, 5.14, 0.04], [0.38, 3.63, -0.51], [1.25, 4.67, 2.18], [2.18, 4.76, 0.73], [2.64, 3.16, 3.39], [3.82, 3.26, 2.14], [3.08, 1.67, 2.49]]
}



{
  "formula": "C5H5BrClNO",
  "method": "ωB97M-V/def2-TZVPD",
  "e_above_lowest_kj_mol": 37.9,
  "orbital_gap_ha": 0.350,
  "smiles": "Clc1ccc(Br)cn1.O",
  "total_energy_ha": -3357.700936,
  "symbols": ["C", "C", "C", "C", "C", "N", "O", "Cl", "Br", "H", "H", "H", "H", "H"],
  "positions_angstrom": [[-0.90, -1.43, 0.99], [0.39, -1.61, 0.95], [-0.92, -1.23, -1.43], [-1.63, -1.13, -0.18], [1.01, -1.52, -0.27], [0.40, -1.50, -1.45], [1.02, 1.74, -0.10], [2.67, -1.35, -0.44], [-3.38, -0.41, -0.31], [-1.48, -1.50, 1.86], [1.07, -1.90, 1.80], [-1.30, -0.97, -2.43], [1.98, 1.78, 0.27], [0.90, 0.88, -0.53]]
}



{
  "formula": "C31H44FeN6O5SbSi3",
  "method": "ωB97M-V/def2-TZVPD",
  "s2": 0.7970,
  "charge": 2,
  "orbital_gap_ha": [0.269, 0.225],
  "multiplicity": 2,
  "total_energy_ha": -4284.414630,
  "symbols": ["Fe", "O", "C", "O", "C", "O", "C", "C", "O", "O", "H", "H", "H", "H", "H", "C", "C", "N", "C", "C", "N", "C", "C", "C", "C", "C", "N", "C", "C", "N", "C", "C", "N", "C", "C", "C", "N", "C", "C", "H", "H", "H", "H", "H", "H", "H", "H", "H", "H", "H", "H", "C", "Si", "C", "C", "Sb", "Si", "C", "C", "C", "Si", "C", "C", "C", "H", "H", "H", "H", "H", "H", "H", "H", "H", "H", "H", "H", "H", "H", "H", "H", "H", "H", "H", "H", "H", "H", "H", "H", "H", "H", "H"],
  "positions_angstrom": [[-0.15, -0.07, -0.41], [-0.93, 3.89, -0.87], [-0.37, 2.71, -0.97], [-0.97, 1.67, -1.21], [1.14, 2.72, -0.86], [1.60, 1.45, -0.42], [2.14, 1.39, 0.92], [-0.15, 1.18, 1.83], [-0.40, 2.38, 2.34], [-1.02, 0.43, 1.45], [-1.89, 3.82, -1.01], [1.52, 2.87, -1.88], [1.50, 3.54, -0.25], [3.02, 0.75, 0.89], [2.42, 2.39, 1.25], [0.91, -0.98, -4.44], [0.43, -0.30, -3.33], [0.59, -0.78, -2.11], [1.22, -1.97, -1.98], [1.66, -2.65, -3.11], [1.51, -2.16, -4.33], [1.49, -2.39, -0.59], [2.20, -3.54, -0.25], [2.52, -3.77, 1.09], [2.21, -2.77, 2.01], [1.54, -1.64, 1.59], [1.09, -1.50, 0.32], [1.35, -0.46, 2.44], [1.10, -0.43, 3.82], [0.99, 0.64, 4.57], [1.04, 1.98, 4.29], [0.45, 2.78, 3.38], [1.19, 0.77, 1.80], [3.21, -5.01, 1.50], [2.90, -5.61, 2.72], [3.56, -6.78, 3.06], [4.49, -7.35, 2.30], [4.79, -6.76, 1.15], [4.18, -5.60, 0.70], [0.80, -0.57, -5.44], [-0.10, 0.64, -3.43], [2.14, -3.62, -3.03], [2.49, -4.25, -1.00], [2.56, -2.84, 3.03], [1.02, -1.38, 4.35], [1.55, 2.54, 5.06], [0.47, 3.86, 3.46], [2.13, -5.21, 3.37], [3.33, -7.28, 4.00], [5.56, -7.24, 0.56], [4.49, -5.16, -0.24], [-4.57, -3.57, -2.64], [-2.95, -2.70, -2.96], [-1.63, -3.96, -3.36], [-3.14, -1.44, -4.33], [-2.40, -1.36, -0.83], [-2.63, -3.07, 1.09], [-1.43, -4.46, 0.69], [-4.38, -3.71, 1.21], [-2.14, -2.24, 2.70], [-4.38, 0.29, -0.68], [-6.00, -0.65, -0.78], [-4.26, 1.48, -2.13], [-4.27, 1.19, 0.96], [-4.89, -4.06, -3.57], [-5.36, -2.91, -2.32], [-4.45, -4.36, -1.89], [-2.04, -4.65, -4.11], [-1.37, -4.56, -2.48], [-0.73, -3.53, -3.78], [-3.40, -1.94, -5.27], [-2.23, -0.86, -4.51], [-3.94, -0.74, -4.10], [-1.66, -4.92, -0.28], [-1.51, -5.24, 1.45], [-0.40, -4.12, 0.67], [-4.61, -4.40, 0.40], [-5.10, -2.90, 1.19], [-4.52, -4.24, 2.15], [-1.09, -1.93, 2.69], [-2.27, -2.96, 3.51], [-2.75, -1.37, 2.91], [-6.26, -0.88, -1.82], [-6.80, -0.01, -0.39], [-6.01, -1.57, -0.21], [-4.82, 1.10, -2.98], [-3.24, 1.66, -2.46], [-4.71, 2.43, -1.85], [-4.82, 0.63, 1.73], [-4.74, 2.17, 0.88], [-3.25, 1.32, 1.32]]
}



{
  "formula": "C15H18N6OS2",
  "method": "ωB97M-V/def2-TZVPD",
  "e_above_lowest_kj_mol": 186.8,
  "orbital_gap_ha": 0.314,
  "smiles": "Cc1sc(NC(=O)CSc2nnnn2C2CCCC2)c(C#N)c1C",
  "total_energy_ha": -1782.530227,
  "symbols": ["C", "C", "C", "C", "C", "N", "C", "O", "C", "H", "H", "S", "C", "N", "N", "N", "N", "C", "H", "C", "C", "H", "C", "H", "H", "C", "H", "H", "H", "H", "H", "H", "S", "C", "N", "C", "H", "H", "H", "H", "H", "H"],
  "positions_angstrom": [[-3.78, -2.80, -0.79], [-3.51, -1.37, -0.50], [-4.26, -0.52, 0.25], [-3.70, 0.79, 0.31], [-2.52, 0.89, -0.39], [-1.73, 2.01, -0.50], [-0.56, 1.99, -1.18], [-0.20, 1.01, -1.81], [0.25, 3.27, -1.11], [-0.08, 3.92, -0.30], [0.24, 3.79, -2.06], [2.00, 2.81, -0.82], [1.69, 1.68, 0.45], [0.60, 1.59, 1.19], [0.79, 0.57, 2.00], [1.93, 0.03, 1.81], [2.54, 0.70, 0.84], [3.82, 0.36, 0.26], [4.36, 1.30, 0.12], [4.56, -0.63, 1.16], [4.15, -2.00, 0.63], [4.82, -2.79, 0.96], [4.17, -1.79, -0.88], [3.59, -2.55, -1.41], [5.20, -1.83, -1.24], [3.60, -0.38, -1.08], [4.09, 0.14, -1.90], [2.53, -0.43, -1.31], [3.14, -2.23, 0.97], [4.30, -0.48, 2.21], [5.64, -0.48, 1.04], [-1.97, 2.80, 0.09], [-2.08, -0.59, -1.15], [-4.26, 1.87, 1.00], [-4.70, 2.78, 1.54], [-5.54, -0.90, 0.92], [-6.27, -1.26, 0.20], [-5.36, -1.70, 1.64], [-5.96, -0.05, 1.45], [-3.80, -3.38, 0.13], [-3.02, -3.21, -1.45], [-4.75, -2.91, -1.27]]
}



{
  "formula": "C44H42FN6O9Ti",
  "method": "ωB97M-V/def2-TZVPD",
  "charge": -1,
  "e_above_lowest_kj_mol": 95.4,
  "orbital_gap_ha": [0.197, 0.198],
  "total_energy_ha": -3657.135426,
  "symbols": ["Ti", "C", "O", "C", "N", "C", "C", "C", "C", "C", "C", "C", "C", "C", "C", "C", "C", "N", "C", "N", "C", "C", "O", "C", "C", "C", "C", "C", "C", "H", "H", "H", "H", "H", "H", "H", "H", "H", "H", "H", "H", "H", "H", "H", "H", "H", "H", "H", "O", "C", "O", "C", "C", "C", "N", "C", "C", "C", "O", "O", "H", "H", "H", "F", "C", "C", "C", "C", "C", "C", "H", "H", "H", "H", "O", "C", "O", "C", "N", "C", "C", "C", "H", "H", "H", "H", "H", "H", "H", "H", "H", "C", "N", "C", "C", "O", "H", "H", "H", "H", "H", "H", "H"],
  "positions_angstrom": [[-0.12, -0.40, -0.70], [2.50, -2.13, 2.48], [2.46, -3.05, 1.38], [1.74, -2.43, 0.40], [1.14, -1.29, 0.75], [1.51, -0.98, 2.13], [2.16, 0.37, 2.32], [1.60, 1.30, 3.19], [2.20, 2.54, 3.36], [3.35, 2.86, 2.66], [3.92, 1.93, 1.78], [3.32, 0.69, 1.62], [1.58, -2.87, -0.89], [2.06, -4.05, -1.51], [1.71, -4.36, -2.78], [0.85, -3.46, -3.49], [0.41, -2.34, -2.88], [0.73, -1.97, -1.58], [-0.45, -1.34, -3.47], [-0.80, -0.31, -2.79], [-1.65, 0.55, -3.64], [-1.74, -0.28, -4.94], [-0.90, -1.44, -4.72], [-1.08, 1.93, -3.87], [0.27, 2.12, -4.09], [0.78, 3.39, -4.31], [-0.07, 4.48, -4.34], [-1.44, 4.29, -4.15], [-1.94, 3.02, -3.91], [2.24, -2.67, 3.39], [3.52, -1.75, 2.58], [0.61, -1.00, 2.75], [0.68, 1.05, 3.70], [1.75, 3.27, 4.01], [3.80, 3.84, 2.76], [4.79, 2.20, 1.21], [3.74, -0.01, 0.90], [2.70, -4.70, -0.93], [2.07, -5.26, -3.26], [0.54, -3.66, -4.51], [-2.62, 0.64, -3.15], [-2.75, -0.63, -5.16], [-1.34, 0.26, -5.80], [0.95, 1.27, -4.06], [1.85, 3.53, -4.44], [0.33, 5.48, -4.50], [-2.11, 5.14, -4.17], [-2.99, 2.88, -3.72], [4.21, 5.20, -1.57], [4.46, 4.10, -2.10], [5.32, 3.79, -2.94], [3.41, 3.00, -1.82], [3.52, 1.75, -2.42], [2.58, 0.77, -2.15], [1.56, 0.99, -1.31], [1.47, 2.17, -0.70], [2.35, 3.21, -0.94], [0.35, 2.24, 0.31], [-0.01, 3.28, 0.79], [-0.17, 1.06, 0.56], [4.36, 1.57, -3.08], [2.61, -0.21, -2.61], [2.24, 4.16, -0.44], [-5.29, -3.95, 0.15], [-4.18, -3.17, -0.02], [-4.35, -1.82, -0.25], [-3.21, -1.04, -0.41], [-1.91, -1.56, -0.33], [-1.82, -2.94, -0.12], [-2.94, -3.76, 0.05], [-5.34, -1.40, -0.30], [-3.34, 0.02, -0.59], [-0.84, -3.42, -0.08], [-2.85, -4.82, 0.21], [-1.06, -0.28, 4.75], [-1.62, -1.12, 4.00], [-2.40, -1.01, 3.06], [-1.12, -2.57, 4.25], [0.21, -2.47, 4.96], [0.86, -3.80, 4.83], [0.43, -4.29, 3.44], [-0.77, -3.40, 3.03], [-1.78, -3.10, 4.94], [0.08, -2.10, 5.90], [0.73, -1.72, 4.47], [0.44, -4.42, 5.62], [1.93, -3.71, 4.98], [0.17, -5.35, 3.49], [1.25, -4.19, 2.72], [-1.63, -3.97, 2.69], [-0.51, -2.74, 2.20], [-3.72, 4.06, 1.37], [-3.25, 2.84, 0.76], [-3.26, 1.65, 1.59], [-2.74, 2.86, -0.48], [-2.23, 1.92, -1.08], [-3.15, 4.28, 2.27], [-4.78, 3.98, 1.64], [-3.60, 4.90, 0.68], [-4.28, 1.27, 1.72], [-2.84, 1.89, 2.57], [-2.64, 0.88, 1.15], [-2.82, 3.86, -0.95]]
}



{
  "formula": "C3H6O4Tm",
  "method": "ωB97M-V/def2-TZVPD",
  "s2": 3.7516,
  "charge": 2,
  "e_above_lowest_kj_mol": 108.8,
  "orbital_gap_ha": [0.267, 0.271],
  "multiplicity": 4,
  "total_energy_ha": -1503.330593,
  "symbols": ["O", "C", "C", "O", "O", "C", "Tm", "H", "H", "H", "H", "O", "H", "H"],
  "positions_angstrom": [[-1.79, -0.05, 0.25], [-2.40, -1.31, 0.39], [-2.50, 0.69, -0.77], [-2.36, -1.55, 1.75], [-3.66, -1.22, -0.11], [-3.61, -0.27, -1.19], [-1.34, 0.41, 2.75], [-1.80, 0.93, -1.58], [-2.88, 1.61, -0.31], [-3.38, -0.78, -2.13], [-4.60, 0.21, -1.25], [-1.62, -2.37, -0.20], [-2.02, -2.51, 1.84], [-2.20, -2.96, -0.68]]
}